# 1
Formula: C38H106N8O14
Source: the Open Molecules 2025 dataset
Level of theory: wB97M-V/def2-TZVPD

Geometry as XYZ:
```
166
C38H106N8O14 | the Open Molecules 2025 dataset | wB97M-V/def2-TZVPD
C 3.28 2.61 3.76
C 2.56 2.53 2.39
O 3.32 1.95 1.41
O 3.66 1.33 4.21
H 2.51 2.96 4.52
H 4.19 3.22 3.80
H 2.23 3.51 1.92
H 1.64 2.00 2.66
H 3.11 0.95 1.24
H 4.31 0.98 3.60
C 4.50 -3.61 -4.65
C 3.58 -2.78 -5.50
O 4.36 -2.25 -6.54
O 3.88 -4.13 -3.40
H 5.36 -2.96 -4.35
H 4.76 -4.45 -5.25
H 3.26 -2.04 -4.79
H 2.76 -3.33 -5.99
H 4.94 -1.56 -6.26
H 3.29 -4.91 -3.53
C 3.63 2.46 -3.32
C 4.78 1.68 -3.89
O 4.29 0.43 -4.44
O 2.51 2.41 -4.28
H 3.93 3.53 -3.16
H 3.26 2.04 -2.40
H 5.61 1.46 -3.18
H 5.12 2.26 -4.76
H 3.33 0.58 -4.60
H 1.79 1.97 -3.75
C -8.22 3.30 2.02
C -7.08 3.01 1.06
C -6.41 1.66 1.31
O -7.16 0.57 0.79
C -6.59 -0.75 0.92
N -7.59 3.16 -0.30
H -7.98 3.30 3.07
H -8.99 2.50 2.01
H -8.79 4.17 1.80
H -6.34 3.79 1.25
H -6.19 1.59 2.40
H -5.39 1.70 0.82
H -6.28 -0.95 1.94
H -5.72 -0.82 0.23
H -7.32 -1.48 0.58
H -8.47 2.65 -0.42
H -6.94 2.72 -1.01
C 0.01 -0.46 -4.49
C -0.54 0.78 -3.81
C -1.89 0.57 -3.16
O -2.19 1.69 -2.33
C -3.56 1.66 -1.97
N 0.50 1.32 -2.89
H -0.63 -0.77 -5.27
H 0.25 -1.35 -3.83
H 0.89 -0.22 -5.07
H -0.73 1.54 -4.54
H -1.83 -0.27 -2.45
H -2.68 0.33 -3.88
H -3.95 2.56 -1.49
H -3.81 0.78 -1.28
H -4.23 1.53 -2.86
H 0.27 2.21 -2.50
H 0.50 0.68 -2.07
C 2.74 -2.60 4.96
C 1.57 -2.09 4.13
C 0.50 -3.11 3.82
O 1.09 -4.17 3.04
C 0.12 -5.07 2.61
N 0.89 -0.97 4.88
H 3.25 -3.48 4.58
H 2.45 -2.90 5.98
H 3.49 -1.78 5.05
H 1.91 -1.71 3.14
H -0.28 -2.60 3.21
H 0.02 -3.52 4.75
H -0.55 -5.51 3.39
H 0.62 -5.84 2.00
H -0.57 -4.51 1.99
H 0.42 -1.25 5.73
H 1.53 -0.23 5.14
C -3.61 3.64 2.44
C -3.10 3.38 3.84
C -2.30 2.13 4.04
O -3.08 1.00 3.88
C -2.62 -0.25 4.34
N -2.19 4.58 4.15
H -4.17 2.84 1.99
H -2.77 3.84 1.81
H -4.28 4.49 2.57
H -4.00 3.42 4.43
H -1.90 2.02 5.06
H -1.51 2.13 3.27
H -1.69 -0.58 3.93
H -3.38 -1.02 4.18
H -2.35 -0.18 5.43
H -2.83 5.38 4.23
H -1.78 4.47 5.04
C 7.49 -1.38 -1.94
C 6.30 -2.31 -1.76
C 6.24 -2.89 -0.34
O 7.43 -3.64 -0.06
C 7.47 -4.23 1.25
N 5.08 -1.52 -1.96
H 7.63 -0.98 -2.97
H 8.42 -1.89 -1.69
H 7.40 -0.50 -1.27
H 6.42 -3.14 -2.48
H 5.38 -3.53 -0.16
H 6.17 -2.09 0.41
H 6.71 -4.98 1.35
H 7.38 -3.48 2.04
H 8.42 -4.71 1.42
H 4.30 -2.14 -2.20
H 5.22 -0.95 -2.79
C -0.15 3.34 0.00
C -0.05 4.86 0.03
C -0.14 5.37 -1.44
O 0.67 4.56 -2.23
C 0.67 5.01 -3.60
N -1.15 5.49 0.82
H -1.02 2.92 -0.51
H -0.29 2.91 1.03
H 0.75 2.84 -0.36
H 0.89 5.10 0.50
H 0.08 6.46 -1.52
H -1.18 5.19 -1.65
H 1.23 5.95 -3.70
H -0.37 5.24 -4.01
H 1.10 4.18 -4.22
H -2.02 5.20 0.44
H -1.13 5.20 1.82
C 1.70 -2.64 -0.06
C 1.86 -1.10 -0.04
C 0.69 -0.39 0.54
O -0.49 -0.86 -0.07
C -1.65 -0.17 0.51
N 3.10 -0.78 0.65
H 1.45 -3.00 0.97
H 2.62 -3.16 -0.37
H 0.90 -2.93 -0.74
H 1.87 -0.64 -1.04
H 0.75 0.77 0.55
H 0.62 -0.63 1.61
H -2.56 -0.76 0.25
H -1.66 0.91 0.20
H -1.51 -0.18 1.63
H 3.34 -1.44 1.38
H 3.75 -0.93 -0.14
C -4.56 -3.45 -2.40
C -3.27 -2.95 -1.71
C -3.28 -3.56 -0.29
O -4.35 -3.05 0.49
C -4.51 -3.68 1.72
N -2.12 -3.27 -2.51
H -4.68 -4.52 -2.42
H -4.59 -3.03 -3.42
H -5.43 -3.10 -1.89
H -3.22 -1.85 -1.68
H -2.30 -3.32 0.12
H -3.35 -4.65 -0.49
H -4.63 -4.74 1.62
H -5.29 -3.21 2.34
H -3.60 -3.50 2.31
H -2.01 -4.22 -2.86
H -1.28 -2.91 -2.07
```

As for the LUMO energy: 0.014 Ha. Its energy above the lowest of the compared OMol25 structures with the same formula, charge and spin is 7.2905 eV. As for the SMILES: COC[C@H](C)N.COC[C@H](C)N.COC[C@H](C)N.COC[C@H](C)N.COC[C@H](C)N.COC[C@H](C)N.COC[C@H](C)N.COC[C@H](C)N.OCCO.OCCO.OCCO. Its total charge is 0. The value obtained for the electronic energy is -81704.4330 eV.

Results of the Löwdin charge analysis, in e, for atoms 1 through 6: C -0.239; C -0.313; O -0.109; O -0.094; H 0.135; H 0.110

***

# 2
Formula: C19H34F6GaNO4SSi3
Source: the Open Molecules 2025 dataset
Level of theory: wB97M-V/def2-TZVPD

Geometry as XYZ:
```
69
C19H34F6GaNO4SSi3 | the Open Molecules 2025 dataset | wB97M-V/def2-TZVPD
Ga 0.27 0.51 0.63
C -3.51 -2.58 -0.55
Si -2.33 -1.55 0.53
C -2.04 -2.45 2.20
C -3.30 0.06 0.91
C -0.65 -1.02 -0.35
Si 0.53 -2.53 -0.47
C -0.33 -4.23 -0.73
C 1.90 -2.45 -1.81
C 1.57 -2.63 1.06
Si -1.02 -0.10 -2.01
C -2.46 -0.66 -3.10
C 0.51 0.12 -3.13
C -1.25 1.67 -1.37
C -1.82 2.67 -2.16
C -1.80 4.04 -1.73
C -1.30 4.30 -0.47
C -0.89 3.26 0.36
N -0.73 2.04 -0.15
H -4.24 -1.94 -1.12
H -4.04 -3.23 0.15
H -2.93 -3.18 -1.25
H -2.98 -2.86 2.51
H -1.67 -1.77 2.97
H -1.37 -3.32 2.07
H -4.32 -0.19 1.21
H -3.35 0.76 0.01
H -2.78 0.56 1.75
H -1.16 -4.26 -1.41
H -0.79 -4.64 0.19
H 0.46 -4.90 -1.13
H 1.53 -2.85 -2.75
H 2.62 -3.25 -1.49
H 2.40 -1.50 -1.89
H 2.29 -3.48 0.86
H 0.89 -2.84 1.89
H 2.11 -1.69 1.29
H -2.52 -1.73 -3.16
H -2.38 -0.26 -4.09
H -3.42 -0.32 -2.69
H 0.68 -0.80 -3.72
H 1.48 0.28 -2.66
H 0.31 0.96 -3.85
H -2.23 2.37 -3.14
H -2.22 4.79 -2.39
H -1.11 5.28 -0.05
H -0.57 3.49 1.38
C -0.66 1.41 4.97
S 0.42 0.61 3.74
O -0.32 1.03 2.44
O 1.76 1.20 3.73
O 0.33 -0.81 3.97
H -0.92 2.39 4.50
H -0.02 1.62 5.81
H -1.52 0.76 5.17
C 3.86 1.34 1.26
C 3.17 1.47 -0.06
O 2.02 0.62 -0.08
C 2.70 2.91 -0.32
F 3.69 3.83 -0.41
F 1.92 3.36 0.70
F 1.98 3.03 -1.43
C 4.11 1.01 -1.21
F 5.35 1.58 -1.19
F 4.33 -0.33 -1.09
F 3.60 1.23 -2.43
H 3.10 1.37 2.08
H 4.68 2.07 1.38
H 4.30 0.34 1.34
```

As for the LUMO energy: -0.017 Ha. Its energy above the lowest of the compared OMol25 structures with the same formula, charge and spin is 0.7384 eV. Its total charge is 0. The value obtained for the electronic energy is -133089.9307 eV.

Results of the Löwdin charge analysis, in e, for atoms 1 through 6: Ga 0.424; C -0.180; Si 0.477; C -0.151; C -0.180; C -0.457

***

| no. | HOMO-LUMO gap (eV) |
| --- | --- |
| 1 | 9.375 |
| 2 | 8.990 |